[1]
Formula: C4H6N2O2
Source: the OMol25 dataset
Level of theory: ωB97M-V/def2-TZVPD

Output
E_HOMO (spin up / spin down) (Eh): -0.3505 / -0.2938

```
! wB97M-V def2-TZVPD RIJCOSX def2/J DEFGRID3
* xyz 0 1
C 1.344 -1.032 -0.440
C -2.595 -0.055 -0.224
C 1.077 0.481 -0.059
C -1.212 0.015 0.245
N 0.552 -1.796 -0.898
N -0.276 0.833 -0.410
O -3.303 -1.017 0.542
O -3.145 0.632 -1.045
H 2.461 -1.130 -0.362
H 0.980 0.352 1.079
H 1.834 1.065 -0.479
H -0.819 -0.479 1.101
H -0.566 1.336 -1.246
H -2.589 -1.568 0.849
*
```

Atomic partial charges in e from the Mulliken method, atoms 1 to 2:
1. C 0.11
2. C 0.58

[2]
Formula: C4H6N2O2
Source: the OMol25 dataset
Level of theory: ωB97M-V/def2-TZVPD

Output
E_HOMO (spin up / spin down) (Eh): -0.3465 / -0.3381

```
! wB97M-V def2-TZVPD RIJCOSX def2/J DEFGRID3
* xyz 0 1
C -1.947 -0.994 -0.238
C 1.641 -0.269 0.025
C -0.502 0.955 -0.040
C 0.666 0.436 0.728
N -1.214 -0.047 -0.838
N -2.429 -1.065 0.902
O 1.410 -0.715 -1.090
O 2.907 -0.346 0.515
H -2.250 -1.949 -0.894
H -1.339 1.663 0.511
H -0.058 1.613 -0.842
H 0.731 0.911 1.648
H -0.576 -0.327 -1.653
H 2.960 0.134 1.267
*
```

Atomic partial charges in e from the Mulliken method, atoms 1 to 2:
1. C 0.23
2. C 0.92

[3]
Formula: C4H6N2O2
Source: the OMol25 dataset
Level of theory: ωB97M-V/def2-TZVPD

Output
E_HOMO (Eh): -0.3096

```
! wB97M-V def2-TZVPD RIJCOSX def2/J DEFGRID3
* xyz 0 1
C -0.317 -1.234 -1.159
N 0.219 1.200 -1.384
C -0.198 1.516 1.195
C 0.269 0.277 0.813
C 0.016 0.092 -0.573
N 0.745 -0.727 1.678
O -0.946 1.709 -0.617
O -0.498 2.323 1.983
H -0.137 1.024 -2.326
H 0.311 -0.741 2.592
H 1.753 -0.763 1.767
H -0.478 -1.984 -0.387
H 0.486 -1.566 -1.824
H -1.225 -1.127 -1.759
*
```

Atomic partial charges in e from the Mulliken method, atoms 1 to 2:
1. C -1.29
2. N -0.38

[4]
Formula: C4H6N2O2
Source: the OMol25 dataset
Level of theory: ωB97M-V/def2-TZVPD

Output
SMILES: N/C(C=O)=C(\N)C=O
E_HOMO (Eh): -0.3169

```
! wB97M-V def2-TZVPD RIJCOSX def2/J DEFGRID3
* xyz 0 1
N 1.352 0.677 -1.024
C 0.627 0.256 0.079
C 1.212 0.796 1.359
O 2.110 1.657 1.417
C -0.567 -0.341 -0.102
N -0.914 -0.532 -1.419
C -1.552 -0.833 0.853
O -2.489 -1.580 0.541
H 0.773 0.768 -1.858
H 1.999 1.357 -0.766
H 0.795 0.509 2.304
H -0.257 -1.110 -1.891
H -1.869 -0.817 -1.435
H -1.220 -0.807 1.942
*
```

Atomic partial charges in e from the Mulliken method, atoms 1 to 2:
1. N -0.45
2. C 0.06

[5]
Formula: C4H6N2O2
Source: the OMol25 dataset
Level of theory: ωB97M-V/def2-TZVPD

Output
E_HOMO (Eh): -0.3486

```
! wB97M-V def2-TZVPD RIJCOSX def2/J DEFGRID3
* xyz 0 1
C 1.945 1.180 0.751
C 0.329 0.457 -1.149
C -0.052 -0.830 -1.404
C -0.775 -1.196 -0.203
H 1.989 0.015 0.212
H 2.549 0.867 2.124
H 2.531 2.146 -0.090
H 0.304 2.339 1.377
H 1.000 1.102 -1.674
H -0.129 -1.372 -2.325
N 0.503 1.394 1.071
N -0.475 0.981 0.093
O -1.184 -2.255 0.005
O -0.957 -0.169 0.526
*
```

Atomic partial charges in e from the Mulliken method, atoms 1 to 2:
1. C -0.73
2. C -0.79

[6]
Formula: C4H6N2O2
Source: the OMol25 dataset
Level of theory: ωB97M-V/def2-TZVPD

Output
E_HOMO (Eh): -0.3196

```
! wB97M-V def2-TZVPD RIJCOSX def2/J DEFGRID3
* xyz 0 1
C -0.998 1.983 0.082
C -0.912 0.642 -0.095
C -1.005 -1.712 0.139
C 1.764 0.463 -0.296
H 0.025 2.525 0.559
H -2.079 2.529 0.131
H -1.197 -1.980 1.227
H -1.477 -2.713 -0.548
H 1.725 1.632 -1.105
H 2.405 -1.220 0.746
N 0.444 0.054 -0.387
N 2.810 -0.293 0.149
O -1.819 -0.531 -0.258
O 0.312 -1.380 -0.342
*
```

Atomic partial charges in e from the Mulliken method, atoms 1 to 2:
1. C -0.76
2. C 0.48

[7]
Formula: C4H6N2O2P
Source: the OMol25 dataset
Level of theory: ωB97M-V/def2-TZVPD

Output
E_HOMO (Eh): -0.1614

```
! wB97M-V def2-TZVPD RIJCOSX def2/J DEFGRID3
* xyz -1 1
C -2.288 -0.460 0.853
C -1.995 -1.377 -0.165
C -0.233 -0.473 0.632
C 2.062 1.017 -0.418
N -1.170 0.133 1.330
N -0.701 -1.335 -0.331
O 2.337 -0.497 1.772
O 1.642 -1.780 -0.617
P 1.544 -0.355 0.535
H -3.319 -0.037 1.012
H -2.712 -2.124 -0.713
H 1.884 2.028 -0.003
H 3.160 0.888 -0.522
H 1.682 0.964 -1.427
H 0.426 -1.702 -0.808
*
```

Atomic partial charges in e from the Mulliken method, atoms 1 to 2:
1. C -0.38
2. C -0.18

[8]
Formula: C4H6N2O3
Source: the OMol25 dataset
Level of theory: ωB97M-V/def2-TZVPD

Output
SMILES: N[C@@]1(C(=O)O)C=CON1
E_HOMO (Eh): -0.3347

```
! wB97M-V def2-TZVPD RIJCOSX def2/J DEFGRID3
* xyz 0 1
N -0.423 1.611 0.708
C -0.216 0.301 0.272
C -1.562 -0.208 -0.054
O -2.299 0.490 -0.721
O -1.848 -1.465 0.390
C 0.774 0.057 -1.316
C 1.578 -0.925 -0.862
O 1.613 -1.102 0.505
N 0.613 -0.375 1.199
H -1.310 1.897 0.340
H 0.297 2.291 0.680
H -1.099 -1.672 0.930
H 0.386 0.165 -2.291
H 2.392 -1.525 -1.409
H 1.105 0.461 1.628
*
```

Atomic partial charges in e from the Mulliken method, atoms 1 to 2:
1. N -0.67
2. C 1.11

[9]
Formula: C4H6N2O3
Source: the OMol25 dataset
Level of theory: ωB97M-V/def2-TZVPD

Output
SMILES: [H]/N=C1/OCON1CC=O
E_HOMO (Eh): -0.3533

```
! wB97M-V def2-TZVPD RIJCOSX def2/J DEFGRID3
* xyz 0 1
H -1.896 -0.739 -1.708
N -1.193 -0.046 -2.056
C -0.097 -0.088 -1.380
O 0.967 0.663 -1.740
C 1.658 0.873 -0.513
O 1.580 -0.305 0.183
N 0.271 -0.823 -0.272
C -0.794 -0.920 0.690
C -0.592 0.160 1.770
O -0.411 1.361 1.578
H 2.708 1.109 -0.820
H 1.197 1.700 -0.035
H -0.794 -1.917 1.200
H -1.860 -0.824 0.308
H -0.742 -0.204 2.795
*
```

Atomic partial charges in e from the Mulliken method, atoms 1 to 2:
1. H 0.25
2. N -0.70

[10]
Formula: C4H6N2O5
Source: the OMol25 dataset
Level of theory: ωB97M-V/def2-TZVPD

Output
E_HOMO (spin up / spin down) (Eh): -0.3791 / -0.3138

```
! wB97M-V def2-TZVPD RIJCOSX def2/J DEFGRID3
* xyz 0 1
C 1.958 -0.115 -0.196
C 0.639 0.018 -0.959
C 1.442 -0.296 1.270
C -0.435 -0.597 -0.056
N -1.678 -1.042 -0.391
N -2.081 1.533 0.259
O -2.101 -0.907 -1.564
O -2.286 -1.526 0.561
O -2.007 2.275 -0.665
O -3.025 1.131 0.857
O 0.080 -0.781 1.141
H 2.670 -0.885 -0.679
H 2.462 0.779 -0.300
H 0.281 1.062 -1.086
H 0.739 -0.460 -2.014
H 2.005 -0.898 2.028
H 1.337 0.709 1.794
*
```

Atomic partial charges in e from the Mulliken method, atoms 1 to 2:
1. C -0.50
2. C -0.17

[11]
Formula: C4H6N2O6
Source: the OMol25 dataset
Level of theory: ωB97M-V/def2-TZVPD

Output
SMILES: C/C([N+](=O)[O-])=[N+](/[O-])O.O=CC=O
E_HOMO (Eh): -0.3724

```
! wB97M-V def2-TZVPD RIJCOSX def2/J DEFGRID3
* xyz 0 1
C -2.091 -1.275 0.104
C -1.487 0.023 0.506
N -2.366 1.160 0.173
O -3.317 0.978 -0.568
O -2.012 2.298 0.480
N -0.242 0.253 0.792
O 0.307 1.321 1.061
O 0.459 -0.899 0.889
H -3.007 -1.355 0.594
H -1.495 -2.047 0.479
H -2.516 -1.341 -0.855
H 1.484 -0.634 0.727
O 3.006 0.214 0.525
C 2.623 1.347 0.398
C 1.665 1.737 -0.693
O 1.401 1.052 -1.621
H 2.989 2.230 0.905
H 1.112 2.686 -0.503
*
```

Atomic partial charges in e from the Mulliken method, atoms 1 to 2:
1. C -1.24
2. C 0.23

[12]
Formula: C4H6N2OS
Source: the OMol25 dataset
Level of theory: ωB97M-V/def2-TZVPD

Output
SMILES: C=NN[C@@H](C=O)C=S
E_HOMO (Eh): -0.3453

```
! wB97M-V def2-TZVPD RIJCOSX def2/J DEFGRID3
* xyz 0 1
C 1.972 -0.914 0.173
N 1.004 -1.626 -0.206
N -0.185 -1.038 -0.431
C -0.498 0.203 0.238
C 0.240 1.321 -0.532
O 0.209 2.476 -0.142
C -1.959 0.440 0.277
S -3.214 -0.511 -0.166
H 1.912 0.128 0.489
H 2.927 -1.453 0.228
H -0.928 -1.725 -0.379
H -0.052 0.252 1.255
H 0.798 0.971 -1.413
H -2.224 1.477 0.608
*
```

Atomic partial charges in e from the Mulliken method, atoms 1 to 2:
1. C -0.37
2. N -0.58

[13]
Formula: C4H6N2OS
Source: the OMol25 dataset
Level of theory: ωB97M-V/def2-TZVPD

Output
SMILES: C=CC(=S)/C(N)=N/O
E_HOMO (Eh): -0.3246

```
! wB97M-V def2-TZVPD RIJCOSX def2/J DEFGRID3
* xyz 0 1
C -1.529 -0.857 2.258
C -0.981 -0.711 1.023
C -0.137 0.406 0.675
S 0.104 1.756 1.629
C 0.628 0.344 -0.649
N 1.534 1.276 -1.010
N 0.220 -0.574 -1.470
O 1.017 -0.550 -2.632
H -1.341 -0.154 3.083
H -2.116 -1.710 2.453
H -1.245 -1.360 0.172
H 1.678 2.068 -0.351
H 1.734 1.272 -1.996
H 0.432 -1.206 -3.185
*
```

Atomic partial charges in e from the Mulliken method, atoms 1 to 2:
1. C -0.76
2. C -0.05

[14]
Formula: C4H6N2OS
Source: the OMol25 dataset
Level of theory: ωB97M-V/def2-TZVPD

Output
SMILES: O=C1NN2C[C@H]2[C@H]1S
E_HOMO (Eh): -0.3419

```
! wB97M-V def2-TZVPD RIJCOSX def2/J DEFGRID3
* xyz 0 1
O -0.902 -2.375 0.773
C -0.526 -1.211 0.607
N 0.560 -0.638 1.276
N 0.689 0.762 1.064
C 1.265 1.035 -0.249
C -0.211 1.047 -0.061
C -1.084 -0.150 -0.280
S -1.274 -0.637 -2.009
H 0.778 -1.072 2.160
H 1.649 0.189 -0.779
H 1.808 1.978 -0.322
H -0.615 2.034 0.022
H -2.121 0.108 0.006
H -0.016 -1.069 -2.209
*
```

Atomic partial charges in e from the Mulliken method, atoms 1 to 2:
1. O -0.63
2. C 0.22

[15]
Formula: C4H6N2OS
Source: the OMol25 dataset
Level of theory: ωB97M-V/def2-TZVPD

Output
SMILES: Cc1nsc(=O)n1C
E_HOMO (Eh): -0.3295

```
! wB97M-V def2-TZVPD RIJCOSX def2/J DEFGRID3
* xyz 0 1
C 0.755 -0.303 1.337
C 1.004 0.980 0.706
N 1.735 1.836 1.256
S 1.791 3.272 0.384
C 0.825 2.615 -0.955
O 0.520 3.089 -2.015
N 0.427 1.350 -0.482
C -0.646 0.600 -1.242
H 1.247 -1.185 0.952
H -0.274 -0.479 1.301
H 0.938 -0.255 2.348
H -0.557 0.909 -2.358
H -0.464 -0.453 -1.115
H -1.640 0.989 -0.953
*
```

Atomic partial charges in e from the Mulliken method, atoms 1 to 2:
1. C -1.40
2. C 0.93

[16]
Formula: C4H6N2OS
Source: the OMol25 dataset
Level of theory: ωB97M-V/def2-TZVPD

Output
SMILES: [H]/N=C\O/C=C(/C)N=S
E_HOMO (spin up / spin down) (Eh): -0.2920 / -0.3094

```
! wB97M-V def2-TZVPD RIJCOSX def2/J DEFGRID3
* xyz 0 1
H -3.231 -2.332 -0.126
N -3.686 -1.378 -0.351
C -2.893 -0.442 -0.446
O -1.501 -0.768 -0.149
C -0.196 -0.373 -0.011
C 0.249 0.926 -0.041
C 1.720 1.032 -0.402
N -0.354 2.103 0.311
S -1.836 2.584 0.624
H -3.058 0.609 -0.572
H 0.435 -1.264 -0.409
H 2.217 1.915 -0.751
H 1.898 0.188 -1.138
H 2.181 0.833 0.558
*
```

Atomic partial charges in e from the Mulliken method, atoms 1 to 2:
1. H 0.31
2. N -0.58

[17]
Formula: C4H6N2OS
Source: the OMol25 dataset
Level of theory: ωB97M-V/def2-TZVPD

Output
SMILES: C#CCN(O)/C=N\S
E_HOMO (Eh): -0.2923

```
! wB97M-V def2-TZVPD RIJCOSX def2/J DEFGRID3
* xyz 0 1
C -2.198 2.264 -1.041
C -1.572 1.444 -0.342
C -0.870 0.768 0.759
N 0.235 -0.193 0.171
O 0.784 0.651 -0.903
C 0.947 -1.148 0.978
N 1.864 -2.023 0.552
S 2.508 -2.132 -0.910
H -2.943 2.676 -1.834
H -0.572 1.575 1.658
H -1.666 0.275 1.315
H 0.120 0.548 -1.597
H 0.259 -1.341 1.796
H 3.106 -3.365 -0.601
*
```

Atomic partial charges in e from the Mulliken method, atoms 1 to 2:
1. C -0.12
2. C -0.51

[18]
Formula: C4H6N2S
Source: the OMol25 dataset
Level of theory: ωB97M-V/def2-TZVPD

Output
SMILES: C=C1CN=CN1S
E_HOMO (Eh): -0.3050

```
! wB97M-V def2-TZVPD RIJCOSX def2/J DEFGRID3
* xyz 0 1
C -0.233 1.834 -0.126
C 0.109 0.535 -0.160
C 1.505 -0.035 -0.062
N 1.331 -1.475 -0.081
C 0.105 -1.707 -0.132
N -0.734 -0.579 -0.192
S -2.424 -0.498 -0.147
H -1.307 2.047 -0.200
H 0.465 2.657 0.059
H 1.992 0.185 0.897
H 2.236 0.276 -0.816
H -0.372 -2.648 -0.176
H -2.672 -0.592 1.136
*
```

Atomic partial charges in e from the Mulliken method, atoms 1 to 2:
1. C -1.00
2. C 0.56

[19]
Formula: C4H6N2S
Source: the OMol25 dataset
Level of theory: ωB97M-V/def2-TZVPD

Output
SMILES: Cn1ccc(S)n1
E_HOMO (Eh): -0.3055

```
! wB97M-V def2-TZVPD RIJCOSX def2/J DEFGRID3
* xyz 0 1
C -0.290 1.818 0.872
N -0.321 0.575 0.131
C -1.155 -0.474 0.271
C -0.713 -1.542 -0.611
C 0.729 -0.973 -0.922
S 2.058 -1.868 -1.725
N 0.801 0.330 -0.569
H -1.252 1.771 1.590
H 0.580 1.935 1.635
H -0.413 2.470 0.029
H -2.009 -0.457 0.810
H -1.166 -2.583 -0.485
H 3.152 -1.002 -1.027
*
```

Atomic partial charges in e from the Mulliken method, atoms 1 to 2:
1. C -0.71
2. N 0.59

[20]
Formula: C4H6N2S
Source: the OMol25 dataset
Level of theory: ωB97M-V/def2-TZVPD

Output
Expectation value of S²: 2.030
E_HOMO (spin up / spin down) (Eh): -0.1727 / -0.3055

```
! wB97M-V def2-TZVPD RIJCOSX def2/J DEFGRID3
* xyz 0 3
C -1.344 -1.072 0.529
C -0.573 -0.198 1.761
C 0.247 0.205 -0.327
C 1.155 0.672 -1.432
N 0.340 0.358 1.052
N -0.827 -0.577 -0.531
S -0.824 -0.101 3.375
H -2.291 -1.681 0.531
H 2.159 0.954 -1.046
H 1.141 -0.168 -2.048
H 0.656 1.576 -1.906
H 0.984 0.931 1.522
H -0.823 -0.899 -1.479
*
```

Atomic partial charges in e from the Mulliken method, atoms 1 to 2:
1. C -0.49
2. C 0.22

Per-record max |F|, eV/A: 4.32; 4.71; 0.97; 3.05; 6.42; 4.80; 5.56; 4.72; 3.14; 3.86; 3.23; 2.31; 3.60; 2.62; 2.76; 3.49; 6.50; 2.16; 5.88; 8.06
Per-record total energy, eV: -11316.970; -11316.277; -11315.910; -11319.209; -11313.018; -11312.744; -20611.285; -13364.438; -13364.559; -17454.358; -19501.903; -20105.391; -20105.562; -20106.376; -20108.259; -20103.535; -20101.499; -18059.283; -18057.906; -18056.140